{
  "formula": "C3H3FO",
  "method": "wB97M-V/def2-TZVPD",
  "smiles": "O=C1C[C@@H]1F",
  "molar_mass_g_mol": 74.1,
  "gap_ev": 9.939,
  "de_lowest_kcal_mol": 40.1,
  "symbols": ["O", "C", "C", "C", "F", "H", "H", "H"],
  "xyz": [[1.806, -1.089, 0.004], [0.733, -0.584, 0.052], [-0.642, -0.368, -0.438], [0.076, 0.713, 0.502], [0.391, 1.743, -0.203], [-0.750, -0.182, -1.402], [-1.450, -1.135, -0.047], [-0.163, 0.902, 1.533]],
  "nbo_charge": [-0.457, 0.558, -0.558, 0.102, -0.313, 0.238, 0.245, 0.184]
}

{
  "formula": "C3H3FO2",
  "method": "wB97M-V/def2-TZVPD",
  "molar_mass_g_mol": 90.1,
  "gap_ev": [10.052, 6.644],
  "de_lowest_kcal_mol": 137.0,
  "symbols": ["C", "C", "C", "O", "O", "F", "H", "H", "H"],
  "xyz": [[0.189, 1.449, 0.470], [-0.583, 0.451, 0.680], [0.328, -1.235, -0.116], [1.057, -1.551, 0.744], [-0.356, -1.120, -1.058], [-0.297, -2.104, -2.765], [-0.031, 2.450, 0.998], [1.005, 1.661, -0.193], [-1.310, -0.002, 1.242]],
  "nbo_charge": [-0.470, -0.064, 0.975, -0.501, -0.435, -0.193, 0.232, 0.242, 0.215]
}

{
  "formula": "C3H3FO2",
  "method": "wB97M-V/def2-TZVPD",
  "molar_mass_g_mol": 90.1,
  "gap_ev": 10.673,
  "de_lowest_kcal_mol": 84.7,
  "symbols": ["C", "C", "C", "O", "O", "F", "H", "H", "H"],
  "xyz": [[-0.120, 2.415, -0.517], [0.041, -2.273, 0.476], [0.744, -1.050, 0.900], [-1.271, 2.148, -0.539], [0.301, -1.095, -0.300], [0.244, 3.715, -0.397], [0.429, -3.244, 0.185], [-1.004, -2.390, 0.750], [0.636, 1.773, -0.558]],
  "nbo_charge": [0.732, -0.283, 0.304, -0.506, -0.411, -0.345, 0.202, 0.189, 0.118]
}

{
  "formula": "C3H3FO2Rb",
  "method": "wB97M-V/def2-TZVPD",
  "charge": 1,
  "molar_mass_g_mol": 175.5,
  "gap_ev": 8.920,
  "de_lowest_kcal_mol": 74.9,
  "symbols": ["F", "H", "H", "O", "O", "C", "C", "C", "H", "Rb"],
  "xyz": [[-0.544, -2.337, 2.132], [-1.220, -1.794, 1.369], [0.259, 1.129, 1.575], [1.057, 0.524, -0.284], [-0.912, 0.227, -1.053], [0.195, 0.315, 0.844], [-1.095, 0.070, 0.252], [0.386, 0.581, -1.368], [0.358, -0.769, 1.553], [1.517, 2.052, -5.019]],
  "nbo_charge": [-0.586, 0.567, 0.292, -0.446, -0.505, -0.363, 0.271, 0.419, 0.355, 0.996]
}

{
  "formula": "C3H3FO3Tl",
  "method": "wB97M-V/def2-TZVPD",
  "s_squared": 0.753,
  "molar_mass_g_mol": 310.4,
  "gap_ev": [8.734, 7.823],
  "de_lowest_kcal_mol": 23.6,
  "spin_multiplicity": 2,
  "symbols": ["H", "O", "O", "O", "C", "C", "C", "F", "H", "H", "Tl"],
  "xyz": [[-1.040, -1.470, 0.725], [0.735, -0.634, 0.230], [-0.542, 1.672, -0.520], [1.440, 2.579, -0.019], [-0.464, -0.579, 0.408], [-1.277, 0.648, 0.128], [0.287, 2.406, 0.193], [2.072, -3.722, -1.465], [-2.103, 0.373, -0.543], [-1.727, 0.998, 1.071], [2.618, -2.272, -0.209]],
  "lowdin_spin": [0.000, 0.009, 0.184, 0.257, 0.006, 0.021, 0.510, 0.000, 0.001, 0.009, 0.003]
}

{
  "formula": "C3H3FOS",
  "method": "wB97M-V/def2-TZVPD",
  "smiles": "O=CS/C=C\\F",
  "molar_mass_g_mol": 106.1,
  "gap_ev": 9.404,
  "de_lowest_kcal_mol": 41.8,
  "symbols": ["O", "C", "S", "C", "C", "F", "H", "H", "H"],
  "xyz": [[2.323, 0.495, -0.265], [1.993, -0.676, 0.091], [0.244, -1.231, -0.078], [-0.520, 0.504, -0.027], [-1.898, 0.438, -0.068], [-2.296, -0.863, -0.167], [2.665, -1.457, 0.073], [-0.064, 1.415, 0.322], [-2.448, 1.375, 0.121]],
  "nbo_charge": [-0.533, 0.252, 0.200, -0.374, 0.178, -0.328, 0.151, 0.246, 0.208]
}